# 1
12
Properties=species:S:1:pos:R:3 method="wB97M-V/def2-TZVPD" homo_ev=-8.76 gap_ev=9.030 molar_mass_g_mol=132.15 charge=0 e_above_lowest_ev=4.3361
N -2.313 -1.181 -0.223
N -2.056 0.303 -0.528
C -0.851 0.500 -0.052
N 0.308 -0.541 0.049
C 1.326 0.198 -0.134
S 2.973 -0.537 -0.292
N 1.168 1.572 -0.179
O -0.130 1.766 -0.143
H -3.063 -1.218 0.284
H -1.406 -1.343 0.494
H 2.285 -1.629 0.198
H 1.761 2.111 0.525

=====

# 2
11
Properties=species:S:1:pos:R:3 method="wB97M-V/def2-TZVPD" homo_ev=-8.51 gap_ev=9.115 molar_mass_g_mol=116.15 charge=0 e_above_lowest_ev=0.0664
N -1.867 1.017 -1.036
C -0.756 0.387 -0.513
N -0.039 -0.487 -1.184
N 0.963 -0.759 -0.309
C 0.784 -0.054 0.828
S 1.840 -0.046 2.219
N -0.294 0.703 0.732
H -2.521 1.323 -0.330
H -2.298 0.455 -1.798
H 1.699 -1.386 -0.553
H 2.491 -1.154 1.944

=====

# 3
12
Properties=species:S:1:pos:R:3 method="wB97M-V/def2-TZVPD" homo_ev=-8.55 gap_ev=8.183 molar_mass_g_mol=148.22 charge=0 e_above_lowest_ev=3.7169
H -3.011 -0.613 0.427
N -2.012 -0.704 0.847
C -0.914 -0.727 0.147
N 0.416 -0.753 0.827
N 0.872 0.696 0.658
C 1.457 0.781 -0.552
S 2.727 1.895 -0.696
S 0.711 0.035 -1.989
N -0.811 -0.202 -1.155
H 0.430 -1.158 1.691
H 1.774 0.648 1.554
H -1.639 0.101 -1.758

=====

# 4
11
Properties=species:S:1:pos:R:3 method="wB97M-V/def2-TZVPD" homo_ev=-16.89 gap_ev=10.143 molar_mass_g_mol=98.09 charge=+1 e_above_lowest_ev=5.5451
N -2.434 0.737 -0.101
C -1.352 0.391 0.053
N -0.024 0.018 -0.010
N 0.396 0.394 -1.274
N 0.141 -1.268 0.258
C 0.692 0.695 1.432
N 0.868 0.856 2.532
H 1.308 0.123 -1.521
H 0.144 1.318 -1.647
H -0.764 -1.685 0.376
H 1.025 -1.580 -0.096

=====

# 5
12
Properties=species:S:1:pos:R:3 method="wB97M-V/def2-TZVPD" homo_ev=-8.23 gap_ev=8.484 molar_mass_g_mol=112.10 charge=0 e_above_lowest_ev=4.3774
C 2.665 -0.140 -0.187
N 1.334 -0.235 -0.022
N 0.499 0.789 0.494
C -0.628 0.309 0.179
N -1.057 -0.915 0.332
N -2.420 -1.039 0.006
N -2.943 0.179 -0.326
N -1.786 1.052 -0.030
H 3.313 0.769 -0.472
H 3.260 -1.126 -0.571
H -0.269 -1.630 0.531
H -1.969 1.987 0.064

=====

# 6
12
Properties=species:S:1:pos:R:3 method="wB97M-V/def2-TZVPD" homo_ev=-9.28 gap_ev=9.171 molar_mass_g_mol=112.10 charge=0 e_above_lowest_ev=2.5795
N -1.071 -1.373 0.156
C 0.111 -0.669 0.064
N 1.240 -1.408 -0.042
N 2.312 -0.641 -0.143
N 2.336 0.549 0.015
N 1.279 1.324 0.190
C 0.157 0.707 0.170
N -1.051 1.317 -0.278
H -0.962 -2.249 -0.242
H -1.944 -0.977 -0.271
H -0.924 2.323 -0.428
H -1.484 1.098 0.809

=====

# 7
8
Properties=species:S:1:pos:R:3 method="wB97M-V/def2-TZVPD" homo_ev=-17.56 gap_ev=9.520 molar_mass_g_mol=58.06 charge=+1 e_above_lowest_ev=5.3160
C 0.204 -0.520 -0.503
C -0.369 0.793 -0.048
N 0.400 -0.071 0.757
O 0.835 -0.264 1.824
H -0.702 -1.878 -0.576
H 0.958 -0.704 -1.253
H 0.096 1.717 -0.391
H -1.423 0.928 0.188

=====

# 8
8
Properties=species:S:1:pos:R:3 method="wB97M-V/def2-TZVPD" homo_ev=-17.27 gap_ev=9.113 molar_mass_g_mol=58.06 charge=+1 e_above_lowest_ev=3.7315
C -0.390 0.154 0.394
C 0.556 0.228 -0.753
N -0.409 -0.677 1.260
O -0.567 -1.359 2.168
H -1.686 0.700 0.226
H 0.171 0.792 -1.703
H 1.436 0.859 -0.552
H 0.889 -0.698 -1.040

=====

# 9
9
Properties=species:S:1:pos:R:3 method="wB97M-V/def2-TZVPD" homo_ev="-2.50 / -2.50" gap_ev="5.235 / 5.234" molar_mass_g_mol=74.06 charge=-1 e_above_lowest_ev=5.1004
C -0.060 0.460 1.407
C -0.528 1.037 0.273
N 0.949 -1.333 -1.595
O 0.417 -1.405 -2.757
O -0.764 -0.002 2.405
H 0.962 0.123 1.325
H -1.533 1.299 0.243
H 0.202 1.343 -0.478
H 0.355 -1.521 -0.824

=====

# 10
9
Properties=species:S:1:pos:R:3 method="wB97M-V/def2-TZVPD" homo_ev=-15.27 gap_ev=10.361 molar_mass_g_mol=74.06 charge=+1 e_above_lowest_ev=1.0896
C -1.743 1.026 0.038
C 1.484 -0.114 0.001
N 1.352 -1.348 -0.106
O 1.673 0.999 0.076
O -0.943 0.075 -0.005
H -2.775 0.990 -0.131
H -1.501 2.053 0.076
H 2.038 -2.066 0.093
H 0.415 -1.616 -0.041

=====

# 11
9
Properties=species:S:1:pos:R:3 method="wB97M-V/def2-TZVPD" homo_ev="-17.11 / -17.11" gap_ev="8.516 / 8.522" molar_mass_g_mol=74.06 charge=+1 e_above_lowest_ev=6.9335
C 0.835 0.483 -0.836
C -0.286 0.123 0.073
N 0.199 0.721 -2.124
O -0.380 1.231 -2.919
O 1.062 1.797 -1.012
H 1.749 -0.161 -0.836
H -0.013 -0.375 1.032
H -0.854 -0.596 -0.502
H -0.671 1.093 0.412

=====

# 12
9
Properties=species:S:1:pos:R:3 method="wB97M-V/def2-TZVPD" homo_ev=-15.77 gap_ev=10.422 molar_mass_g_mol=74.06 charge=+1 e_above_lowest_ev=1.1352
N -0.450 0.603 0.306
C 0.222 -0.497 -0.803
O 0.045 -0.282 -1.921
C 1.171 -1.713 -0.113
O 2.138 -1.355 0.483
H -1.312 1.036 -0.002
H 0.231 1.391 0.458
H -0.565 0.051 1.198
H 1.028 -2.810 -0.452

=====

# 13
9
Properties=species:S:1:pos:R:3 method="wB97M-V/def2-TZVPD" homo_ev="-15.68 / -14.68" gap_ev="10.851 / 7.604" molar_mass_g_mol=74.06 charge=+1 e_above_lowest_ev=6.8969
C -0.638 0.593 1.184
C 0.232 0.064 0.144
N -0.126 -0.474 -1.231
O -1.298 0.299 2.084
O -0.082 1.490 0.394
H 2.357 -0.226 2.247
H -0.641 0.276 -1.794
H -0.679 -1.367 -1.260
H 0.875 -0.655 -1.768

=====

# 14
9
Properties=species:S:1:pos:R:3 method="wB97M-V/def2-TZVPD" homo_ev="-14.22 / -16.61" spin_multiplicity=3 s2=2.005 gap_ev="9.666 / 8.681" molar_mass_g_mol=74.06 charge=+1 e_above_lowest_ev=3.9143
C 1.624 -0.058 -0.183
C 0.175 0.091 -0.459
N -0.916 -0.172 0.509
O 2.571 -0.736 -0.102
O 1.069 1.090 0.114
H -0.969 0.699 -2.220
H -1.837 0.095 0.176
H -0.910 0.178 1.489
H -0.807 -1.188 0.677

=====

# 15
10
Properties=species:S:1:pos:R:3 method="wB97M-V/def2-TZVPD" homo_ev=-9.86 gap_ev=9.866 molar_mass_g_mol=105.03 charge=0 e_above_lowest_ev=0.5688
C 1.593 -0.199 -0.121
C 0.245 -0.763 -0.094
O -0.226 -1.844 -0.207
N -0.856 0.343 0.205
P -2.513 0.071 -0.294
O -3.263 1.176 0.287
H 2.191 -0.471 -0.985
H 1.453 0.864 0.027
H 1.950 -0.507 0.778
H -0.574 1.329 0.404

=====

# 16
11
Properties=species:S:1:pos:R:3 method="wB97M-V/def2-TZVPD" homo_ev="-9.38 / -9.39" gap_ev="7.660 / 7.728" molar_mass_g_mol=121.03 charge=0 e_above_lowest_ev=3.7200
C 1.481 -0.406 0.187
C 0.243 -0.760 0.672
N 1.480 -0.604 -1.095
O -1.052 1.297 -0.887
O -1.960 0.422 1.473
O -2.082 -1.037 -0.590
P -1.201 0.191 0.073
H 2.324 -0.175 0.740
H 0.524 -0.819 -1.422
H -2.551 1.225 1.247
H -2.634 -1.322 0.151

=====

# 17
11
Properties=species:S:1:pos:R:3 method="wB97M-V/def2-TZVPD" homo_ev=-4.78 gap_ev=9.019 molar_mass_g_mol=106.06 charge=-1 e_above_lowest_ev=4.1514
C 1.504 -0.575 -0.212
C 0.607 -0.499 -1.497
N -1.949 0.863 1.278
O 1.285 0.199 0.751
O 2.328 -1.477 -0.305
O -0.020 -1.483 -1.858
O -0.936 1.410 0.436
H 0.946 0.078 -2.327
H -1.455 0.648 2.135
H -2.246 -0.027 1.024
H -0.063 0.864 0.575

=====

# 18
12
Properties=species:S:1:pos:R:3 method="wB97M-V/def2-TZVPD" homo_ev=0.18 gap_ev=6.849 molar_mass_g_mol=137.03 charge=-2 e_above_lowest_ev=3.4698
C 0.427 0.078 0.233
C -0.999 -0.870 -0.270
N -0.987 -1.973 0.447
O -1.423 -2.998 -0.186
P -2.497 0.505 0.060
O -3.691 -0.293 -0.407
O -1.906 1.581 -0.839
O -2.486 0.962 1.473
H 1.226 -0.634 0.388
H 0.556 0.835 -0.430
H 0.207 0.663 1.143
H -1.193 -0.967 -1.272

=====

# 19
9
Properties=species:S:1:pos:R:3 method="wB97M-V/def2-TZVPD" homo_ev="-7.15 / -7.15" gap_ev="7.081 / 7.081" molar_mass_g_mol=89.03 charge=0 e_above_lowest_ev=3.4291
C 0.407 0.324 -0.137
C -0.176 0.593 -1.275
N 0.465 0.058 1.023
O -0.835 -1.618 2.492
P -2.363 -2.042 2.822
H -0.185 -0.150 -1.957
H -0.699 1.548 -1.386
H 1.256 0.122 1.756
H -0.550 -0.945 1.859

=====

# 20
8
Properties=species:S:1:pos:R:3 method="wB97M-V/def2-TZVPD" homo_ev=-8.01 gap_ev=8.113 molar_mass_g_mol=73.03 charge=0 e_above_lowest_ev=2.6974
C -0.199 0.844 -0.638
C 0.535 -0.249 0.096
P 1.492 -1.663 0.199
N -0.020 -0.673 1.360
H -0.049 1.946 -0.429
H -1.210 0.397 -0.427
H 0.139 0.736 -1.633
H -0.687 -1.336 1.473

=====

# 21
8
Properties=species:S:1:pos:R:3 method="wB97M-V/def2-TZVPD" homo_ev=-8.70 gap_ev=9.183 molar_mass_g_mol=73.03 charge=0 e_above_lowest_ev=3.5842
C -1.442 -0.275 0.099
C -0.627 0.557 -0.740
N -1.575 0.999 0.303
P 1.655 0.283 -0.005
H -1.643 -1.216 0.503
H -0.835 0.825 -1.681
H 1.712 -1.176 -0.115
H 0.934 0.173 1.138

=====

# 22
8
Properties=species:S:1:pos:R:3 method="wB97M-V/def2-TZVPD" homo_ev=-10.17 gap_ev=10.026 molar_mass_g_mol=73.03 charge=0 e_above_lowest_ev=1.4667
C 0.541 -0.046 0.279
C 0.273 0.592 -0.838
H -0.165 -0.833 0.414
H 1.531 0.068 0.691
H 0.859 1.321 -1.161
H -0.569 0.463 -1.450
N 1.030 -3.377 -0.603
P 1.750 -2.952 -1.819

=====

# 23
8
Properties=species:S:1:pos:R:3 method="wB97M-V/def2-TZVPD" homo_ev="-14.04 / -14.11" gap_ev="8.131 / 8.309" molar_mass_g_mol=74.13 charge=+1 e_above_lowest_ev=2.7762
C 0.406 -1.001 -0.355
C -0.678 0.464 0.885
N -0.014 0.374 -0.534
S 0.103 -0.976 1.343
H 0.812 -1.802 -0.909
H -0.688 1.446 1.312
H 0.713 0.965 -0.397
H -0.654 0.529 -1.345

=====

# 24
9
Properties=species:S:1:pos:R:3 method="wB97M-V/def2-TZVPD" homo_ev="-22.12 / -22.08" spin_multiplicity=3 s2=2.006 gap_ev="10.307 / 8.608" molar_mass_g_mol=118.74 charge=+2 e_above_lowest_ev=4.0178
C 0.414 -0.172 -0.153
C -0.459 -0.290 -1.302
O -0.177 0.446 0.797
H 1.151 -0.922 0.152
H -0.431 -1.330 -1.659
H -0.087 0.380 -2.092
Ni 0.704 1.581 2.994
O 0.314 0.133 2.064
H -1.427 0.175 -0.799

=====

# 25
8
Properties=species:S:1:pos:R:3 method="wB97M-V/def2-TZVPD" homo_ev=-10.16 gap_ev=9.261 molar_mass_g_mol=60.05 charge=0 e_above_lowest_ev=2.8239
O -1.206 0.729 -1.225
C -0.340 -0.032 -0.883
C 0.961 0.459 -0.232
O 1.223 1.627 -0.132
H -0.428 -1.132 -1.003
H 1.638 -0.340 0.140
H -1.185 -0.412 1.560
H -0.664 -0.897 1.775

=====

# 26
8
Properties=species:S:1:pos:R:3 method="wB97M-V/def2-TZVPD" homo_ev="-8.00 / -8.09" gap_ev="8.615 / 8.622" molar_mass_g_mol=60.05 charge=0 e_above_lowest_ev=5.0572
C 1.683 -0.810 -0.250
C -0.609 0.073 0.578
O 2.036 -1.833 0.279
O -0.844 0.820 -0.596
H 2.164 -0.094 -0.993
H 0.037 0.543 1.320
H -1.062 -0.968 0.651
H -1.524 1.422 -0.373

=====

# 27
8
Properties=species:S:1:pos:R:3 method="wB97M-V/def2-TZVPD" homo_ev=-10.58 gap_ev=11.241 molar_mass_g_mol=60.05 charge=0 e_above_lowest_ev=1.2485
C -0.011 1.165 0.802
C -0.112 -0.053 -0.103
H 1.055 1.615 0.699
H -0.319 0.761 2.063
H -0.898 1.943 0.458
H 1.068 -1.356 -0.893
O 1.100 -0.630 -0.275
O -1.122 -0.574 -0.541

=====

# 28
9
Properties=species:S:1:pos:R:3 method="wB97M-V/def2-TZVPD" homo_ev="-13.63 / -13.73" gap_ev="6.711 / 6.701" molar_mass_g_mol=91.03 charge=+1 e_above_lowest_ev=5.4280
C 1.774 1.390 -0.248
C -1.043 -1.503 0.277
O 0.867 0.715 0.181
O -1.937 -0.660 -0.013
P -2.890 0.500 -0.116
H 1.811 2.534 0.062
H 2.629 0.889 -0.721
H -0.822 -2.372 -0.485
H -0.389 -1.493 1.061

=====

# 29
10
Properties=species:S:1:pos:R:3 method="wB97M-V/def2-TZVPD" homo_ev=-3.88 gap_ev=7.710 molar_mass_g_mol=123.09 charge=-1 e_above_lowest_ev=0.0000
C -0.161 -1.479 1.055
C -0.167 -0.782 -0.080
P -0.111 1.080 -0.146
O 0.008 1.722 1.171
O 1.292 1.286 -0.898
S -1.632 1.565 -1.345
H -0.238 -2.614 1.286
H -0.037 -0.851 1.946
H -0.469 -1.135 -1.180
H 1.513 1.208 -1.808

=====

# 30
9
Properties=species:S:1:pos:R:3 method="wB97M-V/def2-TZVPD" homo_ev="-17.34 / -17.54" spin_multiplicity=6 s2=8.755 gap_ev="7.906 / 8.235" molar_mass_g_mol=205.05 charge=+2 e_above_lowest_ev=0.0000
O 0.751 -0.898 0.373
H 1.078 -1.788 0.548
O -0.105 1.428 -0.017
Pm -1.493 -0.482 -0.610
H -0.398 2.337 -0.144
C 1.242 1.331 0.323
C 1.714 0.057 0.478
H 1.910 2.109 -0.048
H 2.043 0.604 1.555

=====

# 31
9
Properties=species:S:1:pos:R:3 method="wB97M-V/def2-TZVPD" homo_ev=-9.61 gap_ev=9.603 molar_mass_g_mol=92.12 charge=0 e_above_lowest_ev=3.0430
C 2.045 0.535 -1.693
C -1.511 -0.867 1.057
O 0.936 0.363 -1.317
O -2.391 1.088 2.460
S -1.176 0.540 1.764
H 2.335 0.784 -2.797
H 2.951 0.245 -1.256
H -2.492 -1.323 1.301
H -0.697 -1.365 0.480

=====

# 32
10
Properties=species:S:1:pos:R:3 method="wB97M-V/def2-TZVPD" homo_ev="-8.64 / -8.64" gap_ev="7.559 / 7.560" molar_mass_g_mol=124.19 charge=0 e_above_lowest_ev=3.5373
C 0.008 0.097 1.100
C 1.174 -0.456 0.464
O -2.451 1.463 -1.054
O -1.592 -0.879 -1.418
S 2.180 -0.007 -0.765
S -1.986 0.220 -0.545
H 0.497 1.089 1.172
H 1.501 -1.405 0.966
H -0.596 -0.421 1.899
H 1.265 0.300 -1.819

=====

# 33
10
Properties=species:S:1:pos:R:3 method="wB97M-V/def2-TZVPD" homo_ev=-9.43 gap_ev=9.306 molar_mass_g_mol=124.19 charge=0 e_above_lowest_ev=2.0026
C -1.184 0.724 -0.502
C -1.075 -0.604 -0.586
O 2.759 -0.167 1.407
O 1.594 1.117 -0.382
S 0.098 -1.505 0.523
S 2.327 -0.064 0.058
H -0.950 1.429 0.249
H -1.492 -1.183 -1.388
H -2.011 1.145 -1.206
H -0.066 -0.893 1.826

=====

# 34
10
Properties=species:S:1:pos:R:3 method="wB97M-V/def2-TZVPD" homo_ev=-9.22 gap_ev=8.388 molar_mass_g_mol=124.19 charge=0 e_above_lowest_ev=5.1742
C 0.730 -0.507 -0.702
C -1.128 0.501 -0.297
O 3.072 -0.726 0.334
O 1.793 1.363 0.689
S -1.704 0.088 1.321
S 1.820 -0.041 0.346
H 0.344 -1.574 -0.844
H -0.837 1.634 -0.408
H -1.806 0.189 -1.151
H -2.284 -0.927 0.711

=====

# 35
10
Properties=species:S:1:pos:R:3 method="wB97M-V/def2-TZVPD" homo_ev="-6.67 / -9.50" spin_multiplicity=3 s2=2.007 gap_ev="7.302 / 7.218" molar_mass_g_mol=124.19 charge=0 e_above_lowest_ev=1.0306
C 0.455 0.176 0.400
C -0.673 -0.687 0.001
O 0.855 0.091 1.754
O 0.422 1.505 -0.220
S 2.037 -0.565 0.732
S -0.784 -0.984 -1.787
H -1.741 -0.232 0.345
H -0.484 -1.566 0.530
H 1.070 1.904 0.359
H -1.156 0.357 -2.114

=====

# 36
9
Properties=species:S:1:pos:R:3 method="wB97M-V/def2-TZVPD" homo_ev=-10.69 gap_ev=10.831 molar_mass_g_mol=76.05 charge=0 e_above_lowest_ev=2.1641
O 0.648 -0.171 -1.961
C -0.373 0.433 -1.724
O -0.766 0.527 -0.459
H -0.955 0.944 -2.497
H -0.769 0.072 0.410
C 0.557 -0.452 1.539
O -0.510 -0.369 2.103
H 0.860 -1.329 0.942
H 1.308 0.344 1.646

=====

# 37
10
Properties=species:S:1:pos:R:3 method="wB97M-V/def2-TZVPD" homo_ev=-4.51 gap_ev=8.676 molar_mass_g_mol=107.02 charge=-1 e_above_lowest_ev=2.7259
C 0.153 -0.589 1.130
C 0.975 0.307 0.304
O -1.046 -0.346 1.040
O 0.777 -1.412 1.818
O -1.873 0.915 -1.316
P 2.011 -0.045 -0.937
H 1.068 1.415 0.554
H -1.227 0.991 -0.567
H 1.487 -1.304 -0.970
H -2.325 0.068 -1.057

=====

# 38
10
Properties=species:S:1:pos:R:3 method="wB97M-V/def2-TZVPD" homo_ev=-4.26 gap_ev=8.623 molar_mass_g_mol=107.02 charge=-1 e_above_lowest_ev=2.9977
O -1.066 -0.625 2.219
C -0.102 -0.117 1.631
O 1.101 -0.087 1.846
C -0.461 0.349 0.129
O -1.755 -0.018 -0.117
P 0.647 -0.205 -1.263
H -0.440 1.641 0.425
H -1.936 -0.488 0.733
H 1.203 1.056 -1.144
H 1.445 -0.762 -0.261

=====

# 39
10
Properties=species:S:1:pos:R:3 method="wB97M-V/def2-TZVPD" homo_ev="-2.65 / -2.65" gap_ev="6.824 / 6.822" molar_mass_g_mol=107.02 charge=-1 e_above_lowest_ev=6.0482
O -3.363 0.585 -0.622
P -2.449 0.215 0.469
C -0.687 0.326 -0.246
C 0.273 -0.746 0.229
O -0.107 -1.983 -0.366
O -1.362 -2.524 0.028
H -0.227 1.377 -0.237
H -0.845 -0.082 -1.301
H 1.247 -0.482 -0.084
H 0.313 -1.030 1.326

=====

# 40
10
Properties=species:S:1:pos:R:3 method="wB97M-V/def2-TZVPD" homo_ev=-8.41 gap_ev=8.956 molar_mass_g_mol=108.12 charge=0 e_above_lowest_ev=1.0020
O 0.441 -1.585 -0.615
C -0.385 -0.680 0.047
O -1.635 -1.188 -0.042
C -0.067 0.572 0.398
O -0.861 1.556 0.717
S 1.822 0.932 0.308
H 1.297 -1.407 -0.979
H -1.780 -1.868 -0.694
H -0.626 1.916 1.608
H 1.794 1.753 -0.749